Formula: C10H10ClNO2S
Source: OMol25
Level of theory: ωB97M-V/def2-TZVPD

Bonds (Å) are listed after each position.
Cartesian coordinates (Å):
1 Cl -4.62 0.33 0.05  C15 1.713
2 S 1.43 -1.52 0.10  O3 1.418, O4 1.404, N5 1.655, C11 1.860
3 O 1.54 -2.24 1.31  S2 1.418
4 O 1.95 -2.14 -1.05  S2 1.404
5 N 2.10 -0.02 0.29  S2 1.655, C10 1.430
6 C -0.72 -0.07 0.72  C8 1.469, C11 1.340, C12 1.408
7 C 1.35 1.60 -1.48  C10 1.520, H16 1.163, H22 1.129, H24 1.105
8 C 0.38 0.54 1.48  C6 1.469, C13 1.291
9 C -1.31 -1.68 -0.95  C11 1.411, C14 1.407, H23 1.030
10 C 2.38 0.60 -0.96  N5 1.430, C7 1.520, H18 1.011, H25 1.079
11 C -0.36 -1.07 -0.10  S2 1.860, C6 1.340, C9 1.411
12 C -2.06 0.33 0.79  C6 1.408, C15 1.387, H19 1.105
13 C 0.49 0.99 2.68  C8 1.291, H17 1.088, H21 1.200
14 C -2.68 -1.38 -0.87  C9 1.407, C15 1.437, H20 1.028
15 C -3.01 -0.26 -0.03  Cl1 1.713, C12 1.387, C14 1.437
16 H 0.36 1.11 -1.85  C7 1.163
17 H 1.37 1.41 3.18  C13 1.088
18 H 2.52 -0.23 -1.51  C10 1.011
19 H -2.39 1.19 1.41  C12 1.105
20 H -3.44 -1.94 -1.27  C14 1.028
21 H -0.49 1.38 3.25  C13 1.200
22 H 1.28 2.34 -0.62  C7 1.129
23 H -0.95 -2.55 -1.37  C9 1.030
24 H 1.65 2.02 -2.45  C7 1.105
25 H 3.23 1.23 -0.74  C10 1.079

Results
HOMO   -9.458 eV
ΔE to the lowest compared entry with this formula, charge and spin   3.4761 eV
LUMO level   -0.0307 Eh
Orbital gap   8.622 eV